#A
{"formula": "C5H13NS", "method": "ωB97M-V/def2-TZVPD", "spin_multiplicity": 2, "total_charge": -1, "orbital_gap_ev": [5.47, 7.25], "elements": ["C", "C", "S", "H", "H", "H", "H", "H", "C", "C", "C", "N", "H", "H", "H", "H", "H", "H", "H", "H"], "coordinates": [[1.474, 0.980, 0.863], [0.445, 0.907, 2.060], [-1.107, -0.032, 1.747], [0.893, 1.094, -0.032], [1.940, -0.009, 0.806], [2.229, 1.760, 0.955], [0.141, 1.943, 2.488], [0.935, 0.570, 2.983], [0.565, -1.678, -0.976], [0.087, -0.450, -1.750], [0.845, 0.238, -2.611], [-1.265, -0.241, -1.454], [1.609, -1.663, -0.839], [0.053, -1.635, -0.036], [0.326, -2.599, -1.543], [0.491, 1.136, -3.187], [1.847, -0.043, -2.726], [-1.198, 1.377, 0.284], [-1.521, -0.304, -0.481], [-1.664, 0.590, -1.963]]}

---

#B
{"formula": "C5H13NS", "method": "ωB97M-V/def2-TZVPD", "spin_multiplicity": 2, "total_charge": -1, "orbital_gap_ev": [2.49, 8.41], "elements": ["C", "N", "C", "C", "C", "S", "C", "H", "H", "H", "H", "H", "H", "H", "H", "H", "H", "H", "H", "H"], "coordinates": [[0.152, 1.927, 1.460], [0.555, 0.761, 0.654], [-0.631, 0.007, 0.148], [-0.087, -1.034, -0.830], [0.903, -1.822, 0.088], [1.816, -3.107, -0.967], [-1.600, 0.837, -0.767], [0.023, 1.756, 2.551], [0.997, 2.606, 1.464], [-0.729, 2.622, 1.285], [1.214, 0.930, -0.285], [-1.170, -0.503, 0.943], [-0.938, -1.774, -1.149], [0.505, -0.714, -1.692], [1.777, -1.278, 0.426], [0.384, -2.203, 0.919], [2.256, -1.969, -1.564], [-1.765, 1.766, -0.182], [-1.151, 0.903, -1.822], [-2.511, 0.288, -0.683]]}

---

In terms of stability, #A leads; the second structure lies 80.8 kJ/mol higher.

---

#A
{"formula": "C5H9N4S", "method": "ωB97M-V/def2-TZVPD", "spin_multiplicity": 1, "total_charge": 1, "orbital_gap_ev": 8.63, "elements": ["C", "C", "C", "C", "C", "N", "N", "N", "N", "S", "H", "H", "H", "H", "H", "H", "H", "H", "H"], "coordinates": [[1.788, -0.971, 0.295], [2.524, 0.141, 0.290], [0.278, -0.947, 0.367], [0.722, 1.525, 0.272], [-1.471, 0.676, -0.067], [1.966, 1.405, 0.349], [-0.187, 0.445, 0.185], [-1.863, 1.759, -0.730], [-0.461, -1.748, -0.613], [-2.785, -0.360, 0.392], [2.245, -1.943, 0.300], [3.601, 0.138, 0.268], [-0.020, -1.305, 1.371], [0.269, 2.505, 0.321], [-1.222, 2.379, -1.201], [-2.850, 1.893, -0.901], [-0.325, -2.737, -0.424], [-0.103, -1.580, -1.551], [-2.106, -1.274, 1.078]]}

---

#B
{"formula": "C5H9N4S", "method": "ωB97M-V/def2-TZVPD", "spin_multiplicity": 1, "total_charge": 1, "orbital_gap_ev": 7.63, "elements": ["C", "C", "C", "C", "C", "N", "N", "N", "N", "S", "H", "H", "H", "H", "H", "H", "H", "H", "H"], "coordinates": [[-0.269, 1.944, 1.902], [0.858, 0.690, 0.371], [-0.082, -0.927, -1.101], [-1.564, 0.676, 0.431], [-0.347, -0.234, 0.313], [0.828, 1.688, 1.254], [1.361, -1.202, -0.999], [-1.419, 1.540, 1.497], [2.090, -2.071, -1.843], [2.198, 0.230, -0.542], [-0.039, 2.644, 2.704], [-0.590, -1.907, -1.090], [-0.531, -0.372, -1.865], [-1.530, 1.417, -0.504], [-2.436, 0.160, 0.537], [-0.298, -1.017, 0.991], [-2.223, 1.891, 2.020], [1.779, -2.217, -2.743], [2.215, -2.935, -1.332]]}

---

In terms of stability, #A leads; the second structure lies 177.4 kJ/mol higher.

---

#A
{"formula": "C7H14N", "method": "ωB97M-V/def2-TZVPD", "spin_multiplicity": 1, "smiles": "C=C(/C=C/C)CC[NH3+]", "total_charge": 1, "orbital_gap_ev": 8.93, "elements": ["C", "C", "C", "C", "C", "C", "C", "N", "H", "H", "H", "H", "H", "H", "H", "H", "H", "H", "H", "H", "H", "H"], "coordinates": [[1.378, 0.220, 1.204], [0.585, 0.054, 0.148], [0.665, 0.756, -1.147], [0.110, 1.922, -1.468], [0.140, 2.391, -2.901], [-0.649, -0.835, 0.173], [-1.170, -1.203, 1.512], [-0.314, -2.366, 2.077], [2.270, 0.832, 1.187], [1.105, -0.152, 2.173], [1.260, 0.264, -1.891], [-0.141, 2.706, -0.768], [1.051, 2.967, -3.074], [-0.017, 1.514, -3.568], [-0.787, 2.956, -3.131], [-1.482, -0.453, -0.427], [-0.322, -1.716, -0.400], [-2.189, -1.589, 1.448], [-1.186, -0.497, 2.346], [0.669, -2.006, 2.020], [-0.742, -2.549, 2.984], [-0.234, -3.217, 1.502]]}

---

#B
{"formula": "C7H14N", "method": "ωB97M-V/def2-TZVPD", "spin_multiplicity": 1, "smiles": "C/C=C1/C[NH2+]C1(C)C", "total_charge": 1, "orbital_gap_ev": 10.37, "elements": ["C", "C", "C", "C", "N", "C", "C", "C", "H", "H", "H", "H", "H", "H", "H", "H", "H", "H", "H", "H", "H", "H"], "coordinates": [[-2.594, -0.514, 0.084], [-1.818, 0.677, 0.195], [-0.523, 0.758, 0.065], [0.564, 1.814, 0.277], [1.653, 1.001, -0.225], [0.712, -0.241, -0.172], [0.693, -1.024, -1.477], [1.058, -1.099, 1.176], [-2.427, -1.004, 1.134], [-2.291, -1.052, -0.762], [-3.657, -0.313, 0.057], [-2.326, 1.635, 0.308], [0.420, 2.915, -0.121], [0.653, 1.916, 1.318], [1.765, 1.271, -1.204], [2.545, 0.807, 0.198], [0.035, -1.904, -1.625], [1.756, -1.375, -1.648], [0.394, -0.344, -2.277], [0.225, -1.205, 1.841], [1.814, -0.552, 1.796], [1.349, -2.164, 1.064]]}

---

In terms of stability, #A leads; the second structure lies 30.4 kJ/mol higher.

---

#A
{"formula": "C3H7BO3", "method": "ωB97M-V/def2-TZVPD", "spin_multiplicity": 1, "smiles": "C[C@@H](C=O)B(O)O", "orbital_gap_ev": 9.30, "elements": ["C", "C", "C", "O", "B", "O", "O", "H", "H", "H", "H", "H", "H", "H"], "coordinates": [[-0.538, -1.663, 0.053], [-0.387, -0.218, -0.514], [-1.566, 0.900, 0.120], [-2.434, 0.592, 0.852], [0.944, 0.561, -0.040], [1.758, -0.086, 0.794], [1.166, 1.827, -0.403], [0.098, -2.341, -0.685], [-0.292, -1.604, 1.153], [-1.514, -1.856, -0.166], [-0.440, -0.297, -1.633], [-1.476, 1.841, -0.296], [2.687, 0.230, 1.011], [1.996, 2.112, -0.244]]}

---

#B
{"formula": "C3H7BO3", "method": "ωB97M-V/def2-TZVPD", "spin_multiplicity": 1, "orbital_gap_ev": 8.82, "elements": ["B", "C", "C", "C", "O", "O", "O", "H", "H", "H", "H", "H", "H", "H"], "coordinates": [[-0.937, 0.038, -0.464], [1.415, 0.027, 0.481], [-0.074, 1.488, -1.008], [0.347, -1.184, 0.483], [1.297, 0.958, -0.616], [-2.236, -0.258, -0.606], [-0.043, -1.573, 1.817], [1.099, 0.478, 1.507], [2.402, -0.274, 0.269], [-0.215, 1.740, -2.063], [-0.462, 2.466, -0.541], [0.735, -1.865, -0.159], [-2.892, 0.457, -0.855], [-0.435, -2.497, 1.755]]}

---

In terms of stability, #A leads; the second structure lies 342.0 kJ/mol higher.

---

#A
{"formula": "C2H6NO", "method": "ωB97M-V/def2-TZVPD", "spin_multiplicity": 1, "smiles": "[NH3+]CC=O", "total_charge": 1, "orbital_gap_ev": 11.20, "elements": ["N", "C", "C", "O", "H", "H", "H", "H", "H", "H"], "coordinates": [[-0.737, 1.031, -0.403], [0.444, -0.269, -0.517], [0.539, -0.872, 0.858], [-0.050, -0.615, 1.855], [-1.480, 0.580, 0.179], [-1.067, 1.326, -1.249], [-0.172, 1.530, 0.235], [1.403, 0.180, -0.738], [-0.017, -1.088, -1.053], [1.136, -1.804, 0.833]]}

---

#B
{"formula": "C2H6NO", "method": "ωB97M-V/def2-TZVPD", "spin_multiplicity": 1, "smiles": "[NH3+][C@H]1CO1", "total_charge": 1, "orbital_gap_ev": 12.39, "elements": ["N", "C", "C", "O", "H", "H", "H", "H", "H", "H"], "coordinates": [[0.645, -0.004, -1.142], [0.287, 0.398, 0.361], [-0.875, -0.225, 1.025], [0.453, -0.649, 1.223], [0.562, 0.836, -1.564], [-0.259, -0.540, -1.357], [1.453, -0.542, -1.470], [0.632, 1.397, 0.507], [-1.312, 0.223, 1.914], [-1.586, -0.895, 0.503]]}

---

In terms of stability, #A leads; the second structure lies 42.6 kJ/mol higher.

---

#A
{"formula": "C18H29N2", "method": "ωB97M-V/def2-TZVPD", "spin_multiplicity": 1, "smiles": "C[C@H](NCc1ccc([NH+](C)C)cc1)[C@@H]1C[C@@H]2CC[C@H]1C2", "total_charge": 1, "orbital_gap_ev": 8.12, "elements": ["C", "C", "N", "C", "C", "C", "C", "C", "N", "C", "C", "C", "C", "C", "C", "C", "C", "C", "C", "C", "H", "H", "H", "H", "H", "H", "H", "H", "H", "H", "H", "H", "H", "H", "H", "H", "H", "H", "H", "H", "H", "H", "H", "H", "H", "H", "H", "H", "H"], "coordinates": [[2.383, -0.233, 1.205], [1.502, -1.391, 0.712], [0.436, -0.987, -0.194], [-0.620, -0.126, 0.303], [-0.790, 1.155, -0.458], [0.303, 1.949, -0.798], [0.138, 3.121, -1.511], [-1.133, 3.514, -1.899], [-1.285, 4.767, -2.662], [-2.084, 5.767, -1.927], [-1.824, 4.526, -4.015], [-2.238, 2.742, -1.573], [-2.058, 1.573, -0.859], [0.942, -2.178, 1.904], [2.020, -3.017, 2.631], [1.414, -4.424, 2.664], [1.466, -5.003, 1.245], [0.377, -4.203, 0.502], [-0.131, -3.233, 1.572], [-0.074, -4.113, 2.821], [1.793, 0.513, 1.735], [3.140, -0.607, 1.887], [2.893, 0.245, 0.368], [2.137, -2.061, 0.122], [0.813, -0.649, -1.070], [-0.436, 0.123, 1.354], [-1.567, -0.681, 0.269], [1.295, 1.655, -0.493], [1.000, 3.725, -1.758], [-0.336, 5.146, -2.769], [-3.106, 5.411, -1.811], [-2.098, 6.711, -2.469], [-1.656, 5.927, -0.939], [-2.838, 4.139, -3.945], [-1.837, 5.453, -4.586], [-1.206, 3.794, -4.532], [-3.233, 3.035, -1.868], [-2.919, 0.973, -0.609], [0.505, -1.464, 2.610], [2.973, -3.010, 2.102], [2.194, -2.646, 3.641], [1.857, -5.071, 3.418], [2.452, -4.880, 0.797], [1.235, -6.068, 1.256], [0.748, -3.688, -0.380], [-0.436, -4.856, 0.185], [-1.102, -2.801, 1.335], [-0.304, -3.577, 3.740], [-0.705, -4.996, 2.747]]}

---

#B
{"formula": "C18H29N2", "method": "ωB97M-V/def2-TZVPD", "spin_multiplicity": 1, "total_charge": 1, "orbital_gap_ev": 5.29, "elements": ["C", "N", "C", "C", "C", "C", "C", "H", "H", "H", "H", "H", "H", "H", "H", "H", "H", "H", "H", "H", "C", "C", "C", "N", "C", "C", "C", "C", "C", "C", "C", "C", "C", "H", "H", "H", "H", "H", "H", "H", "H", "H", "H", "H", "H", "H", "H", "H", "H"], "coordinates": [[0.042, -0.369, -2.962], [-1.394, -0.364, -2.935], [-2.111, -1.613, -2.856], [-3.566, -1.613, -3.371], [-4.322, -0.364, -2.935], [-3.566, 0.881, -3.368], [-2.110, 0.882, -2.855], [0.407, 0.514, -3.497], [0.521, -0.385, -1.975], [0.400, -1.243, -3.517], [-1.533, -2.383, -3.398], [-2.136, -1.923, -1.790], [-3.581, -1.686, -4.469], [-4.066, -2.507, -2.990], [-5.325, -0.368, -3.366], [-4.440, -0.368, -1.847], [-3.582, 0.955, -4.465], [-4.068, 1.772, -2.986], [-2.136, 1.190, -1.790], [-1.534, 1.652, -3.396], [1.895, 3.488, 2.759], [1.689, 3.334, 1.258], [2.417, 2.135, 0.670], [2.071, 0.909, 1.413], [1.726, -0.186, 0.737], [1.336, -1.411, 1.420], [0.579, -1.383, 2.618], [0.322, -2.543, 3.344], [0.802, -3.778, 2.896], [1.579, -3.827, 1.727], [1.859, -2.663, 1.018], [2.428, 1.022, 2.851], [1.671, 2.175, 3.499], [2.911, 3.842, 2.964], [1.217, 4.246, 3.161], [0.621, 3.226, 1.060], [2.020, 4.241, 0.751], [2.153, 1.992, -0.380], [3.502, 2.309, 0.748], [1.991, -0.242, -0.317], [0.194, -0.426, 2.983], [-0.288, -2.487, 4.257], [0.571, -4.685, 3.443], [1.941, -4.800, 1.366], [2.522, -2.698, 0.143], [2.281, 0.087, 3.398], [3.502, 1.264, 2.912], [1.981, 2.273, 4.546], [0.605, 1.927, 3.522]]}

---

In terms of stability, #A leads; the second structure lies 61.7 kJ/mol higher.